ORCA calculation (the ωB97M-V functional and the def2-TZVPD basis) on 4 unconnected molecules or ions with the total composition C2H12O3S in a non-equilibrium geometry.

The gap between HOMO and LUMO is 0.36411 Eh. As for the structure (SMILES): CCS.O.O.O. The HOMO energy is -0.3519 Eh. As for the charge: 0. The value obtained for the energy above the lowest of the compared OMol25 structures with the same formula, charge and spin is 0.435 eV. The calculation puts the total energy at -19246.302 eV. As for the maximum force: 0.0246 Eh/bohr.

```
18
Properties=species:S:1:pos:R:3:forces:R:3:nbo_charge:R:1
C -2.371051 1.422226 -1.539708 0.9350 0.6992 0.2098 -0.618
C -1.445951 0.415479 -2.200214 -0.6671 -0.6045 0.8910 -0.497
S -0.898226 -0.915094 -1.070062 -0.1041 -0.4464 -0.2151 -0.049
H -3.272729 0.978521 -1.139053 -0.1010 -0.0772 0.0543 0.221
H -1.800109 1.907645 -0.738880 -0.3007 -0.1984 0.2299 0.200
H -2.603863 2.262126 -2.195806 -0.2636 -0.2440 -0.3211 0.214
H -0.585571 0.878806 -2.634525 0.3816 0.2371 -0.4874 0.211
H -1.984922 -0.195504 -2.917725 0.0900 0.2009 -0.4654 0.222
H -0.156078 -0.258907 -0.183468 -0.0997 0.3950 0.2041 0.098
H 3.044900 -0.499680 2.822081 0.0436 0.0047 -0.0934 0.471
H 2.762410 -0.385816 1.318388 -0.1702 0.1444 0.0502 0.498
O 2.643241 -0.965987 2.081961 0.0295 -0.0903 0.2042 -0.971
H 1.583507 1.788976 -0.015492 -0.0277 -0.2995 -0.1336 0.483
H 1.552321 0.359299 -0.660531 -0.0618 0.2260 -0.1309 0.482
O 2.060108 0.953780 -0.097395 0.2854 0.0535 0.1256 -0.960
H 1.163295 -2.192551 3.116214 0.1559 -0.1355 -0.1274 0.485
H -0.223997 -2.650170 2.757067 -0.0214 -0.1525 0.0751 0.461
O 0.532713 -2.903152 3.297147 -0.1036 0.2875 -0.0700 -0.950
```
Positions in Å, forces in eV/Å.

---

ORCA calculation (the ωB97M-V functional and the def2-TZVPD basis) on C8H10S in the gas phase in a non-equilibrium geometry.

The gap between HOMO and LUMO is 0.29833 Eh. As for the structure (SMILES): C=C1C(=S)[C@H]2CC[C@@H]1C2. The HOMO energy is -0.3064 Eh. As for the charge: 0. The value obtained for the energy above the lowest of the compared OMol25 structures with the same formula, charge and spin is 2.612 eV. The calculation puts the total energy at -19291.021 eV. As for the maximum force: 0.1116 Eh/bohr.

```
19
Properties=species:S:1:pos:R:3:forces:R:3:nbo_charge:R:1
C 0.602487 -1.039635 0.017331 0.8610 0.2924 -0.0773 -0.116
C 1.421217 0.228147 0.117215 1.0133 -0.7936 -0.8867 -0.066
C 1.112465 -2.241738 -0.063321 1.3629 -1.2762 -0.5241 -0.320
C -1.291660 0.174343 -0.977232 3.3591 -1.6201 -0.6299 -0.402
C -0.381075 1.367718 -0.892193 -0.1809 3.6265 2.8329 -0.405
C -0.540031 0.332469 1.298545 -1.9893 3.6358 3.9686 -0.417
C -0.776615 -0.654980 0.289677 -2.6218 -3.1029 -2.4505 -0.265
C 0.434103 1.267206 0.482906 0.7589 0.5039 0.9011 -0.286
S 3.001332 0.339738 -0.261826 -0.3711 0.2523 0.2406 0.010
H 0.506523 -3.158360 0.134001 0.7130 0.8255 -0.5472 0.210
H 2.202038 -2.250426 -0.356396 -1.1720 -0.5852 0.7262 0.228
H -2.310076 0.363781 -0.897289 -1.7446 0.5494 0.0200 0.216
H -1.027342 -0.301486 -1.961189 -0.7227 -0.2058 1.0799 0.222
H 0.346149 1.667911 -1.632763 -0.2811 -0.4544 -0.7065 0.232
H -0.923731 2.298108 -0.575438 -0.0813 -0.5642 -1.1058 0.220
H -1.502575 0.834854 1.567492 0.5161 0.2620 -0.4934 0.211
H -0.269447 0.003584 2.351109 0.6375 -0.0186 -1.5630 0.241
H -1.498635 -1.547187 0.463643 1.3208 1.5026 0.1610 0.230
H 0.894882 2.315960 0.895723 -1.3777 -2.8294 -0.9458 0.255
```
Positions in Å, forces in eV/Å.

---

ORCA calculation (the ωB97M-V functional and the def2-TZVPD basis) on a molecular structure, C4H4LaO2 in a non-equilibrium geometry.

The gap between HOMO and LUMO (spin up / spin down) is 0.19956 / 0.19802 Eh. As for the multiplicity: 2. The HOMO energy (spin up / spin down) is -0.2231 / -0.2270 Eh. As for the expectation value of S²: 0.751. As for the charge: 0. The calculation puts the total energy at -9161.733 eV. As for the maximum force: 0.0541 Eh/bohr.

```
11
Properties=species:S:1:pos:R:3:forces:R:3:mulliken_spin:R:1
O -1.184288 -0.363176 1.210243 1.5543 -1.0110 -0.0760 -0.048
C -1.282779 0.657780 0.352296 -1.6959 0.4939 -1.2678 -0.012
H -1.575882 1.601731 0.848401 0.2778 -0.3841 -0.5879 -0.006
C -1.381634 0.446862 -1.053517 -0.4484 0.7206 1.1416 0.000
C -0.794993 1.583038 -1.827998 0.2144 -0.1596 -0.0584 -0.005
C 0.321885 1.484705 -0.807632 -0.4789 0.2933 1.9555 -0.006
O 1.205739 0.539746 -0.705833 1.0735 -1.9545 -0.1325 -0.075
La 0.811617 -1.402101 0.668803 -0.9357 2.3914 -1.0740 1.141
H -1.482242 -0.548266 -1.501257 0.4918 0.1754 0.4254 0.013
H -1.337864 2.532356 -1.670556 0.4855 -0.3431 -0.4182 -0.002
H -0.473114 1.419583 -2.864642 -0.5384 -0.2223 0.0923 0.001
```
Positions in Å, forces in eV/Å.

---

ORCA calculation (the ωB97M-V functional and the def2-TZVPD basis) on a molecular structure, C13H31AgClN3O5.

The gap between HOMO and LUMO is 0.30682 Eh. The HOMO energy is -0.2788 Eh. As for the charge: 0. The value obtained for the energy above the lowest of the compared OMol25 structures with the same formula, charge and spin is 0.000 eV. The calculation puts the total energy at -45215.038 eV. As for the maximum force: 0.0167 Eh/bohr.

```
54
Properties=species:S:1:pos:R:3:forces:R:3:nbo_charge:R:1
Ag -20.299742 7.097898 2.822795 -0.3475 0.0814 0.6074 0.874
Cl -21.889550 6.609459 4.937248 0.0009 0.0085 -0.3131 -0.856
C -18.970545 4.143776 3.634616 0.1262 -0.2445 -0.1524 -0.246
O -19.177799 4.789848 2.391446 -0.0858 -0.0721 0.2034 -0.558
C -17.974225 5.104977 1.736016 0.2393 -0.3904 -0.2966 -0.085
C -18.286134 5.893750 0.494345 0.2127 0.2822 -0.0089 -0.075
O -18.705598 7.196687 0.857119 0.1482 -0.4590 0.1865 -0.545
C -19.003662 7.980079 -0.253544 -0.1505 0.3567 -0.7661 -0.240
H -18.252484 3.316080 3.537060 -0.0020 0.1079 -0.0902 0.159
H -19.922369 3.716243 3.937335 -0.0767 0.2140 0.1577 0.204
H -18.595620 4.847665 4.381518 -0.0994 0.0112 0.0605 0.182
H -17.486909 4.161985 1.435606 0.0814 0.1424 0.0089 0.165
H -17.283201 5.664945 2.375289 -0.1489 0.0798 0.1043 0.201
H -19.052924 5.376545 -0.096688 -0.1050 0.0940 0.0495 0.177
H -17.380079 5.978441 -0.121560 0.0084 -0.1036 0.0032 0.171
H -19.326547 8.960943 0.087160 -0.0049 -0.0460 0.1518 0.204
H -19.809024 7.543821 -0.862106 0.0077 -0.0329 0.1466 0.165
H -18.128812 8.105163 -0.912114 -0.0055 -0.0466 0.1507 0.157
C -22.501650 5.629298 -1.111230 -0.1177 0.0590 0.0184 -0.707
C -22.342815 5.529653 0.388452 -0.0528 -0.1197 0.2889 0.687
O -21.660687 6.326691 1.017295 -0.0576 0.0240 -0.4694 -0.680
N -23.011497 4.515688 0.978959 0.0688 0.0105 0.0776 -0.598
C -22.963155 4.244872 2.411281 -0.1207 0.0100 -0.2014 -0.434
H -22.187928 6.620274 -1.424845 -0.0149 0.0242 -0.0177 0.237
H -23.543545 5.470401 -1.392404 0.0421 -0.0112 -0.0940 0.220
H -21.884400 4.890250 -1.622781 0.0107 -0.0517 0.0608 0.230
H -23.548187 3.898166 0.395594 0.0123 0.0320 -0.0402 0.386
H -22.482515 5.074278 2.923027 0.0543 -0.0288 0.0040 0.272
H -22.421380 3.318431 2.604824 0.0572 0.0322 0.0571 0.189
H -23.976288 4.153035 2.801609 0.0009 -0.0172 0.0135 0.199
C -20.691600 11.616840 1.329528 0.4204 0.6154 0.2351 -0.705
C -20.427943 10.781766 2.559176 -0.0143 0.0254 0.1645 0.686
O -20.332685 9.570255 2.525736 -0.0781 -0.1476 -0.3399 -0.657
N -20.258485 11.485303 3.707038 0.0555 -0.0357 -0.2491 -0.605
C -19.876286 10.846971 4.949626 -0.3006 0.1876 0.3128 -0.425
H -21.167248 12.563248 1.596764 -0.1847 -0.1211 -0.0941 0.213
H -21.267935 11.093748 0.577421 -0.0568 -0.1692 0.0556 0.242
H -19.716561 11.896425 0.916104 -0.0747 -0.1783 -0.1293 0.233
H -20.263848 12.486997 3.635497 -0.0423 0.0125 0.1469 0.387
H -20.597992 11.085940 5.735328 0.0275 -0.0020 -0.0543 0.198
H -18.893093 11.181530 5.283148 0.0829 -0.1229 -0.0874 0.190
H -19.893293 9.770603 4.806330 0.1360 0.0158 -0.0745 0.254
C -16.736473 7.605443 5.921792 0.1624 -0.0535 0.1354 -0.714
C -18.060134 7.538687 5.212436 -0.3571 0.0755 -0.0246 0.678
O -18.143351 7.573639 3.978183 0.2736 -0.0534 0.1451 -0.704
N -19.150550 7.428184 5.982022 0.1107 0.0047 0.0234 -0.643
C -19.183175 7.287107 7.423086 0.1433 0.0082 -0.1157 -0.416
H -16.608710 6.694445 6.510937 0.1381 0.0247 -0.0247 0.225
H -16.693665 8.443375 6.619724 -0.0791 0.0071 -0.0053 0.226
H -15.926787 7.699207 5.206180 -0.0338 -0.0369 -0.0892 0.237
H -20.051060 7.291295 5.497539 0.0723 -0.0591 0.0979 0.437
H -19.051396 8.246537 7.929437 -0.0174 -0.0154 0.0543 0.186
H -18.416293 6.597723 7.780143 -0.0032 0.0149 0.0209 0.188
H -20.151929 6.873138 7.690485 -0.0616 0.0569 -0.0047 0.234
```
Positions in Å, forces in eV/Å.

---

ORCA calculation (the ωB97M-V functional and the def2-TZVPD basis) on C3H8O2 in the gas phase in a non-equilibrium geometry.

The gap between HOMO and LUMO is 0.29571 Eh. The HOMO energy is -0.2729 Eh. As for the charge: 0. The value obtained for the energy above the lowest of the compared OMol25 structures with the same formula, charge and spin is 4.723 eV. The calculation puts the total energy at -7331.327 eV. As for the maximum force: 0.0239 Eh/bohr.

```
13
Properties=species:S:1:pos:R:3:forces:R:3:nbo_charge:R:1
C 1.619259 -0.441582 -1.078753 0.2338 -0.1296 -0.2357 -0.253
C 0.354149 0.061886 0.917987 -0.0504 0.0636 0.1232 -0.316
O 0.261761 -0.451655 -0.626596 0.4815 0.3934 0.0210 -0.536
C -1.084965 0.032063 1.203932 -0.1637 -0.1912 0.4402 -0.173
O -1.778242 0.778064 0.186266 -0.3715 0.8545 -0.7987 -0.794
H 2.154101 -1.086345 -0.387743 0.0065 -0.0169 -0.1630 0.229
H 2.019338 0.571328 -0.991395 0.0338 -0.1420 -0.1970 0.191
H 1.622721 -0.822664 -2.096369 0.2229 0.0734 -0.1038 0.184
H 0.591469 1.132156 0.740888 0.0731 -0.2509 -0.1046 0.118
H -0.276216 0.207423 -1.118087 -0.0289 -0.2605 0.4104 0.521
H -1.470532 -0.992079 1.247867 -0.1089 0.1399 0.0675 0.168
H -1.205636 0.541596 2.165007 -0.2142 -0.1955 0.0867 0.187
H -2.602912 0.410913 -0.139041 -0.1141 -0.3382 0.4538 0.474
```
Positions in Å, forces in eV/Å.

---

ORCA calculation (the ωB97M-V functional and the def2-TZVPD basis) on a molecular structure, C4H11FeO2 in a non-equilibrium geometry.

The gap between HOMO and LUMO (spin up / spin down) is 0.29547 / 0.21916 Eh. As for the multiplicity: 7. The HOMO energy (spin up / spin down) is -0.4340 / -0.4991 Eh. As for the expectation value of S²: 12.006. As for the charge: +1. The value obtained for the energy above the lowest of the compared OMol25 structures with the same formula, charge and spin is 0.671 eV. The calculation puts the total energy at -42795.332 eV. As for the maximum force: 0.0667 Eh/bohr.

```
18
Properties=species:S:1:pos:R:3:forces:R:3:nbo_charge:R:1
H 2.980101 0.403769 1.876583 1.8355 -0.8858 -0.4710 0.245
O 2.215863 1.663564 4.490632 2.1986 -2.1352 0.7494 -0.723
C 2.403752 3.062063 4.440639 0.9128 0.5158 0.5719 -0.249
H 1.444225 3.604928 4.434130 0.3691 -0.5311 -0.1277 0.210
H 2.970568 3.350618 5.335264 -0.2661 0.3893 -0.1471 0.177
H 3.022267 3.345313 3.572483 -0.3616 0.1356 0.0175 0.141
C 4.087639 -0.541857 -0.477873 -0.5321 -0.4519 -1.3540 -0.258
O 4.756853 -0.115069 0.686041 0.3167 0.7084 1.1523 -0.661
C 4.000119 -0.177840 1.918067 -2.3513 0.4017 0.0518 -0.161
C 4.820207 0.504021 2.991692 -1.7411 -0.7943 0.5264 -0.597
Fe 6.468323 0.650186 1.473319 0.2671 0.0481 -0.3796 1.072
H 4.732233 -0.291049 -1.327928 -0.2598 -0.0736 0.2066 0.225
H 3.925657 -1.630465 -0.453359 0.0755 0.3487 0.1005 0.210
H 3.118743 -0.026330 -0.566294 0.3850 -0.1081 0.0477 0.212
H 4.936120 -0.172602 3.851516 0.5301 0.6565 -0.1307 0.237
H 3.713175 -1.226481 2.093456 0.4739 0.2666 0.1212 0.219
H 3.073216 1.211840 4.884920 -2.8539 1.6192 -0.9995 0.460
H 4.368273 1.487800 3.201258 1.0015 -0.1099 0.0644 0.240
```
Positions in Å, forces in eV/Å.